{"formula": "C25H29N3O3", "method": "the ωB97M-V functional and the def2-TZVPD basis", "symbols": ["O", "C", "N", "H", "C", "H", "H", "C", "C", "C", "C", "C", "C", "C", "H", "H", "H", "H", "H", "H", "H", "C", "H", "C", "H", "C", "C", "C", "N", "C", "O", "C", "N", "C", "O", "C", "C", "C", "C", "C", "C", "C", "C", "H", "H", "H", "H", "H", "H", "H", "H", "H", "H", "H", "H", "H", "H", "H", "H", "H"], "xyz": [[-3.07125, -2.67237, -1.75017], [-2.04166, -2.28214, -1.23396], [-1.83272, -2.30336, 0.09865], [-1.04369, -1.81593, 0.50221], [-2.84204, -2.74214, 1.03421], [-3.67887, -3.12301, 0.44647], [-2.43560, -3.56702, 1.63228], [-3.27760, -1.62088, 1.97952], [-3.89738, -0.42066, 1.31226], [-3.70016, 0.83598, 1.87474], [-4.28185, 1.96346, 1.32370], [-5.06859, 1.85273, 0.18993], [-5.26736, 0.60779, -0.38084], [-4.69187, -0.52100, 0.17720], [-4.85736, -1.47668, -0.29380], [-5.87714, 0.51086, -1.26724], [-5.52249, 2.73146, -0.24468], [-4.12268, 2.93090, 1.77934], [-3.08357, 0.92886, 2.75836], [-2.40380, -1.28974, 2.54624], [-3.99748, -2.03810, 2.69097], [-0.85958, -1.80100, -2.06524], [-0.01313, -1.54894, -1.42486], [-1.23239, -0.61468, -2.96822], [-2.30573, -0.64903, -3.16256], [-0.85155, 0.73288, -2.35701], [-1.64458, 1.04876, -1.09108], [-0.99279, 2.13525, -0.23858], [0.35566, 1.77622, 0.15832], [1.45633, 2.50827, -0.18852], [1.46214, 3.53725, -0.81298], [2.65778, 1.74013, 0.34776], [2.03517, 0.65476, 1.05265], [0.69715, 0.62813, 0.88044], [-0.06432, -0.22350, 1.28128], [2.82292, -0.39989, 1.62950], [4.09300, -0.65050, 0.85664], [4.94927, -1.65314, 1.29823], [6.13462, -1.91297, 0.63902], [6.48152, -1.16170, -0.47229], [5.63866, -0.15998, -0.91284], [4.44060, 0.10595, -0.25925], [3.52825, 1.18266, -0.78324], [4.09980, 1.98881, -1.24355], [2.87826, 0.75505, -1.55493], [5.90562, 0.42950, -1.77776], [7.40736, -1.35543, -0.99197], [6.78723, -2.69718, 0.99098], [4.67412, -2.23256, 2.16759], [2.20266, -1.30206, 1.65873], [3.08277, -0.14271, 2.66720], [3.26195, 2.36186, 1.01890], [-1.59490, 2.29972, 0.65919], [-0.89950, 3.07242, -0.79298], [-2.65131, 1.37616, -1.35119], [-1.74359, 0.15419, -0.48080], [-1.00946, 1.52389, -3.09341], [0.21820, 0.71660, -2.12729], [-0.71833, -0.71357, -3.92654], [-0.57272, -2.64845, -2.69185]], "nbo_charge": [-0.654, 0.688, -0.633, 0.426, -0.221, 0.229, 0.194, -0.433, -0.025, -0.163, -0.237, -0.233, -0.194, -0.225, 0.232, 0.213, 0.213, 0.211, 0.201, 0.215, 0.220, -0.487, 0.196, -0.395, 0.223, -0.382, -0.436, -0.220, -0.468, 0.698, -0.574, -0.117, -0.427, 0.819, -0.668, -0.233, -0.034, -0.190, -0.206, -0.206, -0.188, -0.026, -0.422, 0.236, 0.222, 0.212, 0.217, 0.217, 0.211, 0.241, 0.206, 0.223, 0.219, 0.234, 0.227, 0.228, 0.207, 0.178, 0.205, 0.237], "orbital_gap_ev": 9.491, "multiplicity": 1, "smiles": "O=C(CCCCCN1C(=O)[C@@H]2Cc3ccccc3CN2C1=O)NCCc1ccccc1", "relative_energy_kj_mol": 0.0}